No. 1
Formula: C13H27N3O20S3
Source: the Open Molecules 2025 dataset
Level of theory: wB97M-V/def2-TZVPD

Its max |F| is 2.529 eV Å⁻¹. The orbital gap comes out at 10.919 eV. As for the HOMO energy: -10.8 eV. As for the SMILES: C[N+](=O)[O-].C[N+](=O)[O-].C[N+](=O)[O-].O=S1(=O)OCCO1.O=S1(=O)OCCO1.O=S1(=O)OCCO1.O=C1CCCO1. Its multiplicity is 1. Its total energy is -91833.2009 eV.

```
66
Properties=species:S:1:pos:R:3:forces:R:3
C -2.03836 -10.77289 7.55095 0.1 -0.6 -0.7
N -2.64132 -12.13168 7.56351 -0.3 -1.4 -0.8
O -2.40161 -12.90656 8.47822 -0.1 0.8 -0.2
O -3.28460 -12.44817 6.56260 0.3 0.5 0.9
H -1.46416 -10.76906 6.62484 0.0 0.1 0.0
H -1.34856 -10.71339 8.37586 -0.3 0.3 0.3
H -2.82890 -10.03848 7.43812 0.0 0.1 0.5
C 0.26366 -5.78356 14.88892 -1.9 0.9 -0.4
N -0.39406 -5.04158 15.99860 0.7 -0.2 2.4
O -1.59371 -4.98070 16.15917 -0.7 -0.3 -1.2
O 0.36528 -4.63805 16.85834 0.5 0.4 -0.2
H 1.03641 -5.10135 14.55837 0.5 -0.6 -0.1
H -0.54092 -5.84301 14.15691 0.4 -0.4 -0.3
H 0.50278 -6.75089 15.31722 0.5 0.0 -0.2
C -1.27968 -12.72094 12.15514 -1.1 -1.7 -1.1
N -2.66625 -12.54580 11.58350 0.2 1.1 1.0
O -2.93448 -11.40794 11.23046 -0.1 0.0 -0.4
O -3.45078 -13.45212 11.66540 -0.1 -0.3 -0.3
H -1.32976 -12.21847 13.11422 0.6 0.2 -0.1
H -0.60016 -12.43415 11.35923 0.3 0.7 0.5
H -1.22252 -13.80762 12.22288 0.3 0.1 0.5
O -2.22638 -10.69683 14.99321 -0.3 0.5 -0.4
S -1.95120 -9.37559 15.45502 0.0 -0.3 1.0
O -0.57072 -9.06557 15.69118 -1.2 0.5 0.0
O -2.68684 -8.26169 14.55330 0.9 -0.6 0.2
C -3.69443 -7.54782 15.27582 -0.6 0.7 0.5
C -4.09127 -8.46848 16.42690 -0.1 0.1 -0.8
O -2.85690 -9.09810 16.77575 0.9 -0.4 -0.6
H -3.35288 -6.59854 15.68984 0.6 0.0 -0.4
H -4.47880 -7.36291 14.54632 -0.2 -0.1 0.2
H -4.85002 -9.14882 16.03349 0.2 -0.5 0.5
H -4.41983 -7.95642 17.32390 -0.2 0.1 -0.1
O 0.02664 -5.75884 9.18406 -0.7 -0.3 -0.2
S -0.30786 -6.49176 10.35643 0.3 -0.3 1.7
O 0.22527 -6.00845 11.60994 -1.0 -0.4 -1.0
O -1.91452 -6.79830 10.46116 1.0 0.8 -0.5
C -2.08069 -8.03630 11.17807 0.7 0.1 0.9
C -0.92815 -8.85407 10.65514 -0.4 -1.9 -0.9
O 0.13203 -8.01833 10.19813 -0.1 1.0 0.0
H -2.07197 -7.81633 12.24544 0.2 -0.1 0.0
H -2.98300 -8.59175 10.93526 -0.3 0.6 -0.3
H -1.34794 -9.34709 9.77820 0.3 0.0 -0.2
H -0.54112 -9.66348 11.26972 0.1 0.4 0.4
O 1.83519 -12.53233 8.64692 -0.2 1.1 -0.2
S 2.07473 -11.12883 8.76310 0.2 1.1 -1.0
O 2.32275 -10.54411 10.03570 0.3 -0.3 -0.2
O 3.22954 -10.64966 7.68341 -1.2 -0.6 0.9
C 2.65695 -9.81156 6.67898 0.4 1.3 -0.5
C 1.41844 -9.17554 7.28463 0.9 0.7 0.2
O 0.89478 -10.21734 8.07689 -0.4 -1.3 0.7
H 3.36114 -8.99426 6.51696 0.2 -0.3 -0.2
H 2.47766 -10.32650 5.73800 0.0 -0.4 0.2
H 0.68604 -8.74160 6.60552 -0.2 -0.8 -0.2
H 1.72562 -8.30237 7.87352 0.0 -0.4 0.5
O -3.09390 -7.59460 7.73799 0.6 -0.7 0.4
C -2.36996 -6.94702 7.04261 -1.7 0.6 -1.1
C -2.46855 -5.44649 6.82522 0.7 -0.5 0.3
C -1.78587 -5.26909 5.48652 0.9 1.5 0.3
C -0.80131 -6.44639 5.43537 -1.2 0.8 -0.2
O -1.52064 -7.49018 6.12884 0.8 -0.4 0.3
H -3.48271 -5.06685 6.87600 -0.1 -0.3 0.1
H -1.88074 -5.03280 7.65110 -0.1 0.3 -0.2
H -2.47099 -5.17923 4.64575 -0.1 -0.6 0.0
H -1.24779 -4.31570 5.49125 0.1 -0.1 -0.1
H -0.61780 -6.70163 4.39595 0.1 -0.6 0.1
H 0.12467 -6.20357 5.95484 0.0 -0.2 0.1
```
Forces are in eV/Å.



No. 2
Formula: C13H28B2ClO6P2
Source: the Open Molecules 2025 dataset
Level of theory: wB97M-V/def2-TZVPD

Its max |F| is 1.062 eV Å⁻¹. The orbital gap comes out at 6.333 eV. As for the HOMO energy: -3.5 eV. Its multiplicity is 1. The total charge is -1. Its total energy is -58679.3326 eV.

```
52
Properties=species:S:1:pos:R:3:forces:R:3
C -0.02365 -1.98244 3.24442 -0.2 -0.2 0.5
C 0.79377 -1.98910 2.21408 0.2 0.3 -0.3
C 0.43555 -1.55584 0.82313 0.3 -0.3 -0.4
C 0.64035 -2.77958 -0.09727 -0.2 0.3 -0.2
O -0.86650 -1.08437 0.74567 -0.1 0.1 0.2
B -0.98885 -0.21754 -0.48091 0.4 0.0 -0.2
B -1.68786 -1.15426 -1.76337 0.1 0.4 -0.3
O -0.92215 -1.49319 -2.87605 0.1 -0.3 0.2
C -3.19019 -1.67890 -1.79754 0.1 -0.6 0.3
C -3.80238 -2.01926 -0.43116 -0.4 0.1 -0.2
P -2.22952 1.32880 -0.27187 -0.8 -0.4 0.6
C -2.21549 2.08589 -1.96031 0.4 0.3 0.0
C -1.46047 2.70015 0.71288 0.1 0.3 -0.7
C -2.15829 4.04534 0.43544 0.0 -0.3 0.1
O 0.45968 0.19028 -0.72027 -0.1 0.3 0.0
C 1.28836 -0.32972 0.25316 -0.1 -0.5 0.4
C 2.62896 -0.71014 -0.39629 0.3 0.0 0.0
C 3.34097 0.44134 -1.14627 0.0 0.0 -0.2
C 4.74158 0.76179 -0.61210 -0.1 -0.3 -0.1
Cl 5.11347 2.50755 -0.55666 0.0 0.1 0.0
P 1.69217 0.92504 1.57889 0.0 0.6 -0.4
O 2.16443 2.23323 1.08352 -0.1 -0.2 0.1
O 0.42848 1.09584 2.54221 0.1 -0.1 0.2
O 2.82790 0.26339 2.52672 0.1 -0.2 -0.1
H -1.08450 -1.80524 3.13587 0.1 0.4 -0.1
H 0.36026 -2.16154 4.24202 -0.1 -0.3 0.0
H 1.81605 -2.34042 2.35179 0.1 0.1 0.0
H 0.59086 -2.46810 -1.14153 0.0 -0.1 0.0
H 1.60329 -3.25916 0.08966 -0.1 -0.1 0.0
H -0.18312 -3.47417 0.07736 0.1 -0.1 0.2
H -1.33896 -2.21601 -3.36303 -0.1 0.3 -0.2
H -3.83001 -0.94496 -2.30230 0.1 0.1 0.0
H -3.22791 -2.58715 -2.42636 -0.1 0.1 -0.1
H -3.95844 -1.10730 0.14627 0.2 -0.1 0.1
H -3.17108 -2.70250 0.13850 0.1 0.1 0.0
H -4.78427 -2.49451 -0.54410 0.0 0.0 0.0
H -1.28690 2.64296 -2.13373 0.0 -0.1 -0.1
H -2.29126 1.31392 -2.72757 -0.1 0.0 0.0
H -3.04377 2.78729 -2.07208 0.0 -0.1 -0.1
H -1.54056 2.44747 1.76724 0.1 -0.1 0.0
H -0.41331 2.78540 0.40538 0.1 0.0 0.4
H -1.70839 4.52872 -0.43305 -0.1 0.0 0.0
H -2.06743 4.72163 1.28902 0.0 0.1 -0.1
H -3.22018 3.88556 0.22507 0.0 0.1 0.1
H 3.31766 -1.14244 0.34234 0.0 0.0 0.0
H 2.43746 -1.50307 -1.11556 -0.2 0.0 0.1
H 3.44620 0.13381 -2.18836 0.0 0.1 0.0
H 2.72848 1.34043 -1.14843 0.0 -0.1 0.1
H 4.88405 0.35802 0.38908 0.0 0.3 0.1
H 5.51104 0.33786 -1.25619 0.0 -0.1 0.1
H 0.45309 2.00095 2.88733 -0.1 -0.1 -0.2
H 2.99132 -0.66175 2.31531 -0.1 0.0 0.2
```
Forces are in eV/Å.



No. 3
Formula: C13H28B2FO22S5
Source: the Open Molecules 2025 dataset
Level of theory: wB97M-V/def2-TZVPD

Its max |F| is 6.670 eV Å⁻¹. The orbital gap comes out at 5.947 eV. As for the HOMO energy: -4.2 eV. Its multiplicity is 1. The total charge is -1. Its total energy is -117221.3501 eV.

```
71
Properties=species:S:1:pos:R:3:forces:R:3
C 2.87341 2.79910 1.88202 -0.4 0.3 1.2
O 2.04916 2.91597 0.70108 1.0 -0.9 0.2
C 1.60511 1.58682 0.22799 0.4 -0.2 -0.8
B 0.41352 0.94679 1.16882 0.7 -0.4 1.5
O -0.16361 1.80105 2.24866 -1.0 2.6 -1.6
C -1.16555 2.53641 1.50311 -1.0 -0.6 0.6
B -1.95454 3.75125 2.23460 0.6 0.5 1.0
C -3.55996 3.98719 2.26930 -0.1 0.8 -0.1
O -1.12650 4.76772 2.90070 -1.4 -2.0 0.1
C -1.98292 1.27889 0.88411 2.9 -0.6 -2.2
S -2.90025 0.11939 2.03041 0.2 -2.5 6.2
O -3.75272 0.80396 3.06516 1.5 -1.1 -3.4
O -2.01948 -0.93867 2.65659 -2.7 3.0 -2.8
F -3.99876 -0.76038 1.03062 1.3 1.3 0.7
O -0.83678 0.45820 0.51035 -3.2 1.0 -1.0
H 3.81679 3.45226 1.85243 -1.5 -1.0 -0.5
H 3.18170 1.71459 2.12967 -0.5 1.6 -0.6
H 2.23576 3.17226 2.77670 1.0 -0.7 -1.2
H 2.52322 0.87804 0.25814 -2.3 1.6 0.2
H 1.32028 1.68536 -0.88842 0.4 0.2 1.4
H 0.96106 0.08416 1.78973 0.0 -0.9 0.1
H -0.78683 3.05642 0.52907 -0.2 -0.9 1.2
H -3.88919 4.06443 3.37867 0.4 -0.3 -1.8
H -3.74552 5.04886 1.83675 0.2 -1.6 0.6
H -4.17914 3.22610 1.68824 0.7 1.0 1.0
H -1.24983 4.60690 3.86575 0.2 0.4 -0.9
H -2.74968 1.45678 0.04140 1.3 -0.2 1.1
C -4.82785 -3.99469 -1.26790 -0.3 0.4 0.5
C -4.11483 -3.95728 0.07508 0.5 0.6 -0.3
O -4.34293 -5.24504 0.65122 -0.5 -0.8 -0.6
S -4.43389 -6.34697 -0.53696 0.1 0.8 0.0
O -3.15211 -6.97839 -0.66350 -1.0 0.0 0.0
O -5.65103 -7.08632 -0.37513 1.0 0.2 0.0
O -4.61364 -5.31528 -1.77654 0.5 1.7 3.5
H -5.90518 -3.84722 -1.14680 0.1 0.0 0.0
H -4.43627 -3.25103 -1.96321 0.1 -0.3 0.0
H -4.49489 -3.17022 0.72606 0.0 -0.3 0.1
H -3.03620 -3.83138 -0.05499 -0.1 0.1 0.0
C 3.97407 6.93547 4.73646 -0.1 0.2 0.4
C 5.46043 6.79002 5.02933 0.1 0.3 -0.5
O 5.63342 5.42284 5.39722 -0.7 -0.1 0.1
S 4.55877 4.51571 4.58166 -0.2 -0.4 -0.3
O 5.21834 3.96751 3.43602 -0.4 0.3 1.1
O 3.83783 3.71528 5.52339 0.8 0.5 -0.7
O 3.59667 5.72433 4.08452 0.8 -0.3 0.1
H 3.39595 7.01920 5.66132 0.1 0.1 0.0
H 3.76154 7.79354 4.09747 0.0 -0.3 -0.1
H 5.79308 7.44930 5.83151 0.0 -0.3 0.1
H 6.05930 6.97741 4.13292 -0.1 0.1 0.0
C 5.19607 1.41865 -3.66366 0.4 0.1 -0.2
C 5.70369 0.00888 -3.39878 -0.4 -0.2 -0.3
O 5.97453 -0.03040 -1.99937 0.0 0.7 0.0
S 4.92552 0.94526 -1.22870 -0.5 0.0 0.5
O 3.85028 0.14327 -0.72744 1.9 0.3 -0.8
O 5.67032 1.84967 -0.40706 -0.5 -0.9 -0.5
O 4.39105 1.74979 -2.53397 0.2 -0.7 0.3
H 6.02325 2.13290 -3.71385 0.0 -0.1 -0.1
H 4.60831 1.47991 -4.58056 -0.1 0.0 0.2
H 6.60193 -0.22442 -3.97120 0.0 0.0 0.3
H 4.93143 -0.73557 -3.61480 0.0 0.1 -0.1
C -4.04142 -7.62524 -6.59287 0.4 0.0 -0.4
C -3.11623 -8.26881 -5.56999 -0.4 -0.4 0.0
O -2.76560 -7.21636 -4.67324 -0.3 0.7 -0.4
S -4.01211 -6.18201 -4.55614 -0.2 -0.5 0.5
O -4.76030 -6.50917 -3.38108 0.4 -1.5 -4.2
O -3.53032 -4.86049 -4.82554 -0.4 -0.9 0.4
O -4.84234 -6.70566 -5.85241 0.3 0.0 0.5
H -3.47361 -7.06002 -7.33767 0.0 -0.1 0.0
H -4.67203 -8.35820 -7.09779 -0.1 0.2 0.2
H -2.22425 -8.69711 -6.02769 0.0 0.2 0.2
H -3.63747 -9.04153 -4.99702 0.0 0.0 -0.1
```
Forces are in eV/Å.



No. 4
Formula: C13H28BCl4CuF4N
Source: the Open Molecules 2025 dataset
Level of theory: wB97M-V/def2-TZVPD

Its max |F| is 3.201 eV Å⁻¹. The orbital gap comes out at 6.385 eV. As for the HOMO energy: -11.9 eV. Its multiplicity is 1. The total charge is +1. Its total energy is -121699.0370 eV.

```
52
Properties=species:S:1:pos:R:3:forces:R:3
Cu -4.30920 1.39804 -0.41313 0.8 -0.7 0.2
C 1.61351 0.18296 1.99971 0.4 -0.4 0.2
C 2.80517 0.70203 1.22778 -0.2 0.6 -1.4
C 2.33174 1.03536 -0.22798 -0.5 0.7 0.1
C 1.63299 -0.10394 -0.95581 0.3 -0.9 -0.2
N 1.29583 0.10396 -2.43399 0.6 0.1 -0.7
C 2.51791 0.50589 -3.31467 0.4 -1.2 0.9
C 2.37664 1.93902 -3.78786 0.2 -0.6 0.1
C 1.28429 2.53435 -2.89667 -0.8 0.1 -0.5
C 0.35615 1.32110 -2.59936 0.6 -0.6 0.5
C 0.63548 -1.20607 -2.93597 -0.4 1.3 -0.1
H 0.79028 0.89136 1.90722 -0.2 -0.1 -0.1
H 1.80677 0.04379 3.06338 0.1 -0.1 -0.1
H 1.35629 -0.78249 1.56398 -0.5 0.0 0.3
H 3.65365 0.02113 1.16026 -0.1 -0.2 0.2
H 3.18006 1.63464 1.64945 0.0 0.0 0.0
H 3.10659 1.52195 -0.82037 0.4 -0.5 0.0
H 1.58457 1.82722 -0.17512 -0.1 0.2 0.4
H 0.67946 -0.38596 -0.50933 -0.1 0.4 0.1
H 2.19682 -1.03566 -0.91006 0.4 0.0 -0.2
H 2.65212 -0.27659 -4.06154 -0.3 0.3 -0.2
H 3.42297 0.46598 -2.70855 -0.3 -0.4 0.3
H 2.15025 1.94752 -4.85406 -0.2 0.3 0.1
H 3.36669 2.36681 -3.63008 -0.3 0.5 -0.2
H 0.77853 3.32696 -3.44809 -0.4 -0.3 -0.1
H 1.65135 3.08193 -2.02861 0.1 -0.6 0.2
H -0.30950 1.04376 -3.41673 0.1 0.4 -0.1
H -0.22397 1.30442 -1.67670 -0.1 0.5 -0.1
H 1.31494 -2.04426 -3.09050 0.3 0.4 0.5
H 0.17314 -0.97849 -3.89646 0.1 0.0 0.0
H -0.16519 -1.44566 -2.23625 0.1 -0.1 0.1
B -2.51380 -0.58390 0.10242 0.7 -2.2 -1.4
F -2.40081 0.65540 0.64956 -1.2 2.8 1.0
F -1.31786 -1.19609 0.23559 1.8 -1.2 0.8
F -3.55442 -1.33662 0.56303 -0.9 0.4 0.5
F -2.65719 -0.42452 -1.28860 -1.1 1.1 -1.2
Cl 0.11191 -5.24674 2.26539 -0.3 0.4 0.0
C -1.16528 -4.48097 1.27249 -1.4 1.1 0.7
C -2.29957 -3.77641 2.07413 0.2 0.5 0.6
Cl -3.15029 -4.94583 3.03603 -0.7 -1.2 0.9
H -1.69441 -5.29256 0.77305 0.5 0.2 -0.5
H -0.71582 -3.69257 0.66874 0.1 -0.5 -0.4
H -3.12058 -3.27562 1.56105 0.7 -0.4 -1.2
H -2.04752 -2.98553 2.78059 1.0 -0.2 -0.1
Cl -2.04498 1.05840 5.63676 0.1 0.1 -0.8
C -1.90346 1.32216 3.85711 -1.3 0.8 -0.3
C -2.82949 2.49804 3.35417 0.4 -0.8 0.7
Cl -2.60053 4.05043 4.21055 0.1 -0.3 -0.4
H -2.34483 0.47009 3.34013 0.3 -0.3 0.2
H -0.84874 1.40436 3.59458 -0.2 0.3 0.1
H -3.87021 2.20527 3.49309 0.1 0.0 0.4
H -2.73866 2.63195 2.27625 0.6 0.2 0.1
```
Forces are in eV/Å.



The lowest orbital gap belongs to which entry? C13H28B2FO22S5



multiplicity of number 3 (C13H28B2FO22S5)? 1



Which value of multiplicity does entry 4 give? 1